[1]
C5H4N2 | wB97M-V/def2-TZVPD

Computed properties:
SMILES string: C#Cc1ccn[nH]1
orbital gap: 10.048 eV
total energy: -8227.608 eV
largest force on an atom: 0.5 eV/Å
energy above the lowest of the compared OMol25 structures with the same formula, charge and spin: 182.0 kJ/mol

Geometry (Å):
C  -2.732  0.133  0.697
C  -1.546  -0.021  0.548
C  -0.167  -0.115  0.205
C  0.918  0.683  0.515
C  1.929  0.254  -0.365
N  1.524  -0.746  -1.138
N  0.260  -0.958  -0.774
H  -3.780  0.316  0.778
H  0.953  1.468  1.256
H  2.925  0.658  -0.492
H  -0.284  -1.673  -1.231

---

[2]
C5H4N2O | wB97M-V/def2-TZVPD

Computed properties:
orbital gap: 8.557 eV
total energy: -10273.763 eV
largest force on an atom: 7.0 eV/Å
energy above the lowest of the compared OMol25 structures with the same formula, charge and spin: 289.4 kJ/mol

Geometry (Å):
C  2.073  0.394  0.180
C  0.929  -0.562  0.127
C  -0.313  -0.399  -0.089
C  -2.359  -0.351  -0.074
C  -1.921  1.017  0.082
H  1.850  1.520  0.058
H  1.187  -1.672  0.264
H  -3.227  -0.747  0.031
H  -2.583  1.861  0.174
N  -1.329  -1.254  0.001
N  -0.609  1.087  -0.113
O  3.235  -0.048  -0.137

---

[3]
C5H4N2O4 | wB97M-V/def2-TZVPD

Computed properties:
orbital gap (spin up / spin down): 8.561 / 6.341 eV
total energy: -16408.087 eV
largest force on an atom: 5.0 eV/Å
energy above the lowest of the compared OMol25 structures with the same formula, charge and spin: 1139.2 kJ/mol

Geometry (Å):
C  1.289  -0.982  -0.697
C  0.757  -1.743  0.433
C  0.745  0.213  -1.009
C  -0.086  -1.415  1.341
C  -0.435  0.818  -0.300
N  -1.787  0.424  -0.559
N  -0.044  1.874  0.596
O  -1.900  -0.424  -1.386
O  1.104  2.275  0.495
O  -2.689  0.910  0.048
O  -0.843  2.328  1.406
H  2.071  -1.414  -1.147
H  1.160  -2.799  0.232
H  1.188  0.990  -1.730
H  -0.532  -1.055  2.279

---

[4]
C5H4N2O5S | wB97M-V/def2-TZVPD

Computed properties:
charge: -2
orbital gap (spin up / spin down): 7.361 / 7.361 eV
total energy: -29298.887 eV
largest force on an atom: 4.9 eV/Å
energy above the lowest of the compared OMol25 structures with the same formula, charge and spin: 373.5 kJ/mol

Geometry (Å):
C  1.747  -1.523  -0.632
C  2.123  -0.341  0.043
C  0.026  -0.443  -0.189
C  3.514  0.230  0.298
C  -1.779  1.608  0.101
N  0.957  0.360  0.240
N  -1.999  0.441  -0.642
O  3.593  1.105  1.173
O  -3.053  -1.967  -0.554
O  4.480  -0.305  -0.267
O  -4.239  -0.073  0.633
O  0.445  -1.525  -0.828
S  -2.955  -0.840  0.401
H  2.388  -2.391  -0.806
H  -2.061  1.328  1.104
H  -0.766  2.003  0.268
H  -2.424  2.333  -0.345

---

[5]
C5H4N3O | wB97M-V/def2-TZVPD

Computed properties:
charge: +1
orbital gap (spin up / spin down): 6.872 / 5.960 eV
total energy: -11755.281 eV
largest force on an atom: 4.9 eV/Å
energy above the lowest of the compared OMol25 structures with the same formula, charge and spin: 323.3 kJ/mol

Geometry (Å):
C  -1.378  -0.002  -0.301
C  -0.868  -1.289  -0.212
C  -0.371  1.038  -0.185
C  3.488  0.182  -0.024
C  1.341  -0.557  -0.094
N  0.433  -1.540  -0.177
N  2.630  -0.773  -0.040
N  0.896  0.732  -0.117
O  4.644  0.251  -0.102
H  -2.412  0.347  -0.382
H  -1.595  -2.173  -0.239
H  -0.552  2.064  -0.241
H  2.769  1.116  -0.028

---

[6]
C5H4N4O | wB97M-V/def2-TZVPD

Computed properties:
SMILES string: O=c1[nH]ncc2cncn12
orbital gap: 9.461 eV
total energy: -13256.518 eV
largest force on an atom: 5.4 eV/Å
energy above the lowest of the compared OMol25 structures with the same formula, charge and spin: 57.7 kJ/mol

Geometry (Å):
C  -1.138  -1.099  0.056
C  -0.468  1.683  -0.089
C  0.572  0.727  0.011
C  1.881  0.692  0.130
C  1.268  -1.398  -0.250
H  -3.036  -0.220  0.281
H  -0.239  2.715  -0.058
H  2.440  1.568  0.310
H  1.303  -2.461  -0.228
N  -1.984  -0.044  -0.094
N  -1.734  1.352  -0.061
N  2.334  -0.620  0.021
N  0.173  -0.639  -0.135
O  -1.372  -2.255  0.106

---

[7]
C5H4N4O | wB97M-V/def2-TZVPD

Computed properties:
SMILES string: Oc1[nH]cnc2nncc1-2
orbital gap: 8.841 eV
total energy: -13256.043 eV
largest force on an atom: 2.7 eV/Å
energy above the lowest of the compared OMol25 structures with the same formula, charge and spin: 103.5 kJ/mol

Geometry (Å):
N  -0.862  1.788  -1.920
N  -1.112  0.469  -2.227
N  -0.706  -1.623  -1.023
O  0.974  0.855  1.900
C  -0.210  1.868  -0.785
C  -0.616  -0.243  -1.223
C  -0.163  -2.097  0.079
C  -0.040  0.563  -0.213
C  0.417  0.059  0.947
N  0.457  -1.307  1.079
H  0.588  1.756  1.840
H  0.147  2.807  -0.298
H  -0.056  -3.159  0.192
H  1.181  -1.734  1.651

---

[8]
C5H4N4O2 | wB97M-V/def2-TZVPD

Computed properties:
SMILES string: C1=NON=C(n2ccnc2)O1
orbital gap: 9.250 eV
total energy: -15299.998 eV
largest force on an atom: 4.8 eV/Å
energy above the lowest of the compared OMol25 structures with the same formula, charge and spin: 515.1 kJ/mol

Geometry (Å):
C  -2.233  -0.774  -1.704
C  -0.945  -1.083  -1.241
C  -1.542  0.875  -0.579
C  2.598  -0.250  1.416
C  0.441  0.197  0.484
N  -2.513  0.491  -1.379
N  2.510  0.747  2.175
N  0.425  1.242  1.243
N  -0.518  -0.003  -0.480
O  1.553  -0.704  0.477
O  1.389  1.500  2.160
H  -2.800  -1.283  -2.371
H  -0.553  -2.021  -1.207
H  -1.351  1.844  -0.239
H  3.539  -0.777  1.246

---

[9]
C5H4N5S | wB97M-V/def2-TZVPD

Computed properties:
charge: -1
orbital gap (spin up / spin down): 4.052 / 4.067 eV
total energy: -23531.599 eV
largest force on an atom: 4.4 eV/Å
energy above the lowest of the compared OMol25 structures with the same formula, charge and spin: 313.5 kJ/mol

Geometry (Å):
C  0.210  1.538  -1.320
C  -0.479  0.157  2.399
C  0.306  -1.203  -2.338
C  -0.523  -0.774  -1.412
C  -0.610  0.484  -0.902
N  0.766  2.516  -1.588
N  1.572  0.400  1.667
N  0.365  -0.008  3.418
N  1.612  0.146  2.903
N  0.315  0.354  1.288
S  -2.188  0.089  2.413
H  0.471  -2.232  -2.359
H  0.838  -0.612  -3.016
H  -1.110  -1.546  -0.762
H  -1.545  0.692  -0.392

---

[10]
C5H4NO4 | wB97M-V/def2-TZVPD

Computed properties:
charge: -1
SMILES string: Cc1c(C(=O)[O-])o[nH]c1=O
orbital gap: 8.623 eV
total energy: -14929.283 eV
largest force on an atom: 5.2 eV/Å
energy above the lowest of the compared OMol25 structures with the same formula, charge and spin: 197.9 kJ/mol

Geometry (Å):
C  0.405  -0.399  0.348
C  1.535  -0.535  -0.323
C  -0.500  -1.491  0.144
C  2.914  0.026  -0.006
C  -0.003  0.737  1.186
N  0.197  -2.329  -0.710
O  3.696  -0.021  -0.945
O  -1.541  -1.691  0.640
O  3.006  0.406  1.149
O  1.580  -2.024  -0.886
H  0.900  1.207  1.547
H  -0.620  0.330  2.067
H  -0.746  1.321  0.637
H  -0.153  -3.255  -0.889

---

[11]
C5H4NO4 | wB97M-V/def2-TZVPD

Computed properties:
charge: -1
orbital gap: 7.703 eV
total energy: -14927.896 eV
largest force on an atom: 3.4 eV/Å
energy above the lowest of the compared OMol25 structures with the same formula, charge and spin: 331.7 kJ/mol

Geometry (Å):
C  1.755  0.274  -0.084
C  2.451  -0.754  -0.145
C  -1.416  -1.493  0.760
C  1.203  1.497  0.091
C  -2.286  -0.239  -1.150
N  -1.458  -0.421  -0.134
O  0.082  1.705  0.598
O  -2.034  -2.513  0.685
O  1.903  2.591  -0.476
O  2.970  -1.814  0.037
H  -0.517  -1.427  1.527
H  -2.837  -1.224  -1.321
H  1.176  3.299  -0.558
H  -0.991  0.519  0.170

---

[12]
C5H4NaO7Tl | wB97M-V/def2-TZVPD

Computed properties:
charge: -1
expectation value of S²: 0.76
orbital gap (spin up / spin down): 2.710 / 2.395 eV
2S+1: 2
total energy: -28690.936 eV
largest force on an atom: 6.4 eV/Å
energy above the lowest of the compared OMol25 structures with the same formula, charge and spin: 0.0 kJ/mol

Geometry (Å):
O  1.248  -1.803  0.384
C  0.876  -2.610  -0.709
C  1.022  -1.684  -1.935
O  1.661  -0.541  -1.421
C  1.327  -0.413  -0.020
H  1.545  -3.482  -0.757
H  -0.161  -2.967  -0.599
H  0.039  -1.429  -2.365
H  1.646  -2.121  -2.727
O  2.203  0.245  0.640
Tl  -2.887  1.266  -0.030
O  -1.143  -0.264  0.796
O  -0.584  1.127  -0.843
C  -0.271  0.433  0.181
C  -1.108  2.887  1.980
O  -0.540  3.634  2.775
O  -2.313  2.928  1.609
Na  -2.560  4.795  3.042

---

[13]
C5H4O | wB97M-V/def2-TZVPD

Computed properties:
orbital gap: 9.404 eV
total energy: -7291.078 eV
largest force on an atom: 7.5 eV/Å
energy above the lowest of the compared OMol25 structures with the same formula, charge and spin: 446.7 kJ/mol

Geometry (Å):
C  0.797  0.196  -2.425
C  0.564  0.451  -1.276
C  0.830  0.196  1.408
C  -1.515  -0.424  0.555
C  -0.156  -0.040  0.529
O  -2.285  -0.090  -0.311
H  1.091  0.227  -3.524
H  0.647  0.170  2.478
H  1.771  0.634  1.247
H  -1.744  -1.319  1.319

---

[14]
C5H4O | wB97M-V/def2-TZVPD

Computed properties:
SMILES string: C#CC(=C)C=O
orbital gap: 8.518 eV
total energy: -7291.080 eV
largest force on an atom: 12.1 eV/Å
energy above the lowest of the compared OMol25 structures with the same formula, charge and spin: 446.6 kJ/mol

Geometry (Å):
C  -1.833  -0.931  -0.019
C  -0.572  -0.354  0.027
C  -0.418  1.099  0.200
C  0.643  -0.909  -0.194
C  1.919  -1.047  0.146
H  -2.558  0.078  -0.030
H  -2.189  -1.913  -0.088
H  -1.621  1.439  0.190
H  3.172  -1.042  0.039
O  0.595  1.787  -0.133

---

[15]
C5H4O | wB97M-V/def2-TZVPD

Computed properties:
expectation value of S²: 2.05
orbital gap (spin up / spin down): 7.766 / 6.999 eV
2S+1: 3
total energy: -7288.476 eV
largest force on an atom: 3.8 eV/Å
energy above the lowest of the compared OMol25 structures with the same formula, charge and spin: 321.2 kJ/mol

Geometry (Å):
C  1.936  -0.568  0.589
C  2.835  -1.392  0.892
C  1.185  0.433  0.304
C  0.544  1.531  -0.003
C  -1.749  -1.066  -0.349
O  -1.488  -0.299  0.523
H  -0.310  1.938  0.488
H  0.999  2.140  -0.831
H  -1.553  -0.710  -1.310
H  -2.401  -2.006  -0.303

---

[16]
C5H4O2 | wB97M-V/def2-TZVPD

Computed properties:
orbital gap: 9.288 eV
total energy: -9338.590 eV
largest force on an atom: 3.8 eV/Å
energy above the lowest of the compared OMol25 structures with the same formula, charge and spin: 539.6 kJ/mol

Geometry (Å):
C  -2.049  2.734  2.265
C  -1.667  2.068  1.274
C  -0.641  1.011  1.798
C  -0.183  1.046  0.354
C  0.092  -0.279  -0.354
O  -0.283  0.558  2.829
O  -1.263  1.911  -0.065
H  0.686  1.667  0.267
H  0.145  -0.234  -1.483
H  -0.563  -1.189  -0.202
H  1.088  -0.688  -0.029

---

[17]
C5H4O2 | wB97M-V/def2-TZVPD

Computed properties:
SMILES string: O=C1C=CCC1=O
orbital gap: 8.774 eV
total energy: -9343.689 eV
largest force on an atom: 0.6 eV/Å
energy above the lowest of the compared OMol25 structures with the same formula, charge and spin: 47.5 kJ/mol

Geometry (Å):
O  2.111  -1.477  -0.136
C  1.164  -0.731  -0.089
O  -0.688  -2.301  -0.407
C  -0.319  -1.173  -0.215
C  -1.174  0.069  -0.002
C  -0.145  1.160  0.173
C  1.123  0.732  0.117
H  -1.802  -0.086  0.883
H  -1.852  0.264  -0.841
H  -0.433  2.198  0.315
H  2.014  1.345  0.203

---

[18]
C5H4O2 | wB97M-V/def2-TZVPD

Computed properties:
orbital gap (spin up / spin down): 6.806 / 6.805 eV
total energy: -9336.650 eV
largest force on an atom: 10.1 eV/Å
energy above the lowest of the compared OMol25 structures with the same formula, charge and spin: 726.8 kJ/mol

Geometry (Å):
O  1.664  0.143  1.205
C  1.193  -0.074  0.099
C  0.550  -0.230  -1.077
C  -0.838  -0.148  -0.834
C  -1.243  0.109  0.413
C  -0.200  0.286  1.420
O  -0.337  0.515  2.592
H  2.094  0.379  -0.994
H  0.917  -0.866  -1.880
H  -1.522  -0.300  -1.656
H  -2.279  0.187  0.711